Entry 1:
{"formula": "C23H18Cl2N6O2PdSe", "method": "the ωB97M-V functional and the def2-TZVPD basis", "symbols": ["C", "H", "C", "H", "H", "O", "C", "H", "C", "C", "H", "Cl", "H", "C", "C", "N", "H", "C", "H", "H", "N", "C", "C", "C", "N", "H", "C", "C", "N", "H", "H", "C", "C", "C", "C", "C", "H", "N", "H", "C", "C", "C", "Cl", "H", "Se", "H", "O", "Pd", "H", "C", "C", "N", "H"], "positions_angstrom": [[2.805, 0.492, 1.349], [3.209, 2.674, -1.049], [-3.147, -0.285, 1.379], [-1.868, -1.359, -2.672], [-0.201, -1.712, 3.449], [-3.516, 1.788, -0.699], [-1.852, 0.130, 1.113], [2.023, -3.120, 1.324], [-3.376, -1.229, 2.376], [-1.410, 4.222, -3.401], [-3.063, -2.603, -2.220], [-5.005, -1.755, 2.649], [5.566, 2.499, -0.326], [4.098, 0.328, 1.807], [-2.152, 3.450, -2.524], [-1.482, 1.037, 0.108], [1.638, 3.226, -2.357], [-0.554, -3.666, 0.625], [-3.233, 3.440, -2.511], [-2.729, -3.610, 0.267], [2.504, 1.327, 0.334], [-2.324, -1.735, 3.119], [1.863, -3.121, 0.248], [3.487, 2.018, -0.236], [0.446, -2.963, -0.020], [6.139, 0.945, 1.548], [5.118, 1.051, 1.209], [-1.491, 2.644, -1.618], [-0.145, 2.589, -1.558], [0.594, 4.726, -4.022], [2.229, -4.050, -0.190], [-1.022, -1.314, 2.874], [-1.717, -3.322, 0.043], [-2.401, -1.823, -1.847], [4.806, 1.914, 0.171], [0.563, 3.321, -2.415], [-3.970, 0.126, 0.814], [-1.420, -2.417, -0.956], [-1.902, 4.863, -4.121], [-0.027, 4.153, -3.349], [-2.292, 1.767, -0.666], [-0.083, -2.204, -1.007], [-2.581, -2.932, 4.346], [4.260, -0.361, 2.623], [0.805, -1.062, -2.153], [-0.347, -4.304, 1.464], [1.920, -1.094, 2.891], [0.450, 1.255, -0.063], [-2.981, -1.067, -1.319], [1.669, -0.275, 2.011], [-0.778, -0.398, 1.866], [0.490, 0.081, 1.500], [2.387, -2.284, -0.209]], "orbital_gap_ev": 6.73, "de_lowest_kj_mol": 0.00}


Entry 2:
{"formula": "C23H18Cl48F4I2N3O", "method": "the ωB97M-V functional and the def2-TZVPD basis", "symbols": ["Cl", "Cl", "Cl", "Cl", "C", "N", "Cl", "H", "F", "H", "Cl", "Cl", "C", "C", "H", "Cl", "H", "Cl", "Cl", "Cl", "Cl", "H", "H", "C", "Cl", "F", "Cl", "Cl", "Cl", "Cl", "H", "Cl", "Cl", "C", "Cl", "Cl", "C", "N", "Cl", "H", "C", "C", "Cl", "Cl", "Cl", "C", "Cl", "Cl", "H", "C", "I", "Cl", "Cl", "Cl", "Cl", "C", "H", "Cl", "C", "H", "H", "H", "H", "Cl", "Cl", "C", "Cl", "C", "O", "C", "C", "Cl", "C", "N", "Cl", "C", "C", "Cl", "F", "H", "Cl", "C", "Cl", "Cl", "Cl", "I", "C", "Cl", "Cl", "Cl", "Cl", "H", "F", "H", "Cl", "Cl", "C", "C", "H"], "positions_angstrom": [[-3.844, 0.510, 4.498], [2.206, 9.256, -6.280], [10.393, 3.143, 6.473], [-4.294, -9.501, -1.508], [-5.836, 7.248, 2.383], [-0.027, -2.971, -1.798], [0.973, 3.561, -2.864], [2.210, -2.489, -0.015], [-3.949, -4.039, -3.225], [-0.237, -3.702, -1.122], [3.667, -7.648, -1.297], [5.739, 1.452, 10.558], [2.745, 7.578, -6.159], [-3.625, -0.475, 0.372], [0.293, -1.501, 0.177], [-0.107, -4.443, -8.732], [-3.369, -1.458, 0.774], [10.832, 5.707, 7.730], [-5.085, -7.135, -2.959], [-5.198, 4.296, -1.222], [-1.247, 1.461, 5.331], [1.703, -1.879, -2.513], [-2.732, 0.298, -2.822], [1.422, -2.832, -2.060], [-9.026, -1.302, 1.237], [-1.946, -4.717, -3.067], [-6.964, 5.890, 2.501], [3.686, 4.203, -3.610], [-7.715, -1.210, -1.347], [-1.504, -0.040, 2.884], [1.734, -5.294, -1.245], [8.339, 2.409, 11.374], [8.043, 0.895, 8.914], [5.186, -6.927, -1.852], [-3.307, -6.911, -0.692], [2.213, 6.681, -7.587], [2.161, 2.691, 7.480], [-1.742, -1.484, -2.190], [3.517, 2.285, 8.535], [-0.209, 1.094, -1.191], [0.459, 0.274, -0.912], [2.117, -4.675, -0.425], [0.707, -1.691, -8.412], [-3.226, 4.666, 0.854], [-2.554, 2.649, 3.045], [7.286, 2.089, 9.974], [6.229, -6.611, -0.462], [-2.374, -8.111, -3.154], [1.470, -4.802, 0.451], [-3.767, -7.918, -2.082], [0.632, 2.661, 1.200], [-2.642, 2.961, -1.406], [5.995, -8.035, -2.961], [1.700, 4.380, 7.729], [4.510, 7.529, -6.055], [-2.780, -3.745, -2.703], [-4.676, -0.026, -1.515], [2.054, 6.837, -4.708], [-3.835, -0.625, -1.160], [1.198, 0.165, -1.714], [1.661, -3.597, -2.809], [-1.997, 0.419, -1.250], [-2.836, 0.232, 0.621], [6.993, 3.584, 9.078], [-9.446, 0.953, -0.520], [11.062, 3.961, 7.893], [-5.092, 7.251, 0.779], [-9.191, -0.795, -0.453], [2.143, 0.211, 0.778], [-2.291, 1.149, 3.943], [-2.236, -2.365, -3.250], [-2.810, 5.825, -1.754], [-0.636, -2.829, -8.242], [-0.226, -0.967, -0.512], [4.843, -5.401, -2.691], [-0.676, -1.777, -1.519], [-3.474, 4.444, -0.879], [-4.574, 7.072, 3.612], [-3.252, -1.795, -3.871], [3.333, -3.117, -1.209], [3.127, 1.732, -2.225], [-2.522, -0.263, -1.911], [-1.982, -2.311, -9.265], [-1.160, -2.867, -6.550], [-10.567, -1.623, -1.183], [-5.488, 0.055, 1.307], [2.677, 3.443, -2.384], [0.784, 1.644, 7.857], [2.632, 2.452, 5.789], [-6.704, 8.763, 2.638], [2.905, 4.254, -0.833], [3.093, -5.086, -0.164], [-1.316, -2.537, -4.183], [-2.829, -3.690, -1.608], [10.228, 3.389, 9.344], [12.789, 3.603, 8.021], [2.301, -3.198, -0.845], [1.249, 0.777, 0.324], [-4.117, -1.672, -1.323]], "orbital_gap_ev": 7.66, "charge": 1}


Entry 3:
{"formula": "C23H18F5FeN5S2Se", "method": "the ωB97M-V functional and the def2-TZVPD basis", "symbols": ["S", "C", "C", "C", "Fe", "C", "N", "C", "S", "C", "C", "H", "C", "H", "C", "F", "C", "H", "H", "C", "C", "H", "F", "C", "Se", "C", "C", "H", "N", "H", "C", "C", "H", "H", "H", "H", "F", "H", "H", "C", "H", "H", "H", "H", "N", "C", "C", "H", "C", "N", "F", "C", "F", "N", "C"], "positions_angstrom": [[0.212, -3.127, -0.985], [1.868, -6.827, -0.827], [-1.094, 3.759, -0.258], [3.552, 3.646, 0.010], [-1.040, 0.862, -0.351], [-2.477, 3.362, -0.321], [-0.283, -5.353, 0.429], [3.346, -1.064, 2.366], [-0.585, 5.414, -0.577], [2.229, 5.626, -0.527], [-4.847, 3.820, -0.482], [4.045, -1.301, 3.159], [3.451, 5.007, -0.300], [1.787, -0.708, 3.805], [-2.331, -1.692, -0.204], [-2.116, -0.907, 0.899], [-5.107, 2.446, -0.405], [2.260, -6.929, 0.189], [2.658, -7.094, -1.524], [1.028, -0.363, 1.835], [2.396, 2.870, 0.119], [-4.290, 0.454, -0.266], [-2.151, -0.950, -1.348], [2.780, -0.800, 0.059], [1.536, -0.313, -2.170], [2.027, -0.696, 2.743], [0.461, -4.761, -0.541], [-5.680, 4.522, -0.561], [-0.149, 2.832, -0.080], [4.533, 3.182, 0.133], [1.063, 4.861, -0.416], [-2.764, 1.974, -0.256], [2.167, 6.682, -0.772], [2.478, 1.817, 0.390], [0.038, -0.076, 2.182], [-1.053, -4.792, 0.800], [-4.446, -1.767, 0.870], [-3.299, 5.338, -0.492], [4.369, 5.579, -0.403], [1.137, 3.462, -0.132], [-0.303, -6.367, 0.574], [2.054, -4.914, -1.728], [-6.131, 2.098, -0.458], [1.042, -7.509, -0.997], [0.658, -0.082, -0.631], [3.760, -1.127, 1.045], [-3.734, -2.257, -0.204], [4.755, -1.429, 0.748], [1.419, -0.378, 0.468], [3.046, -0.814, -1.258], [-4.389, -1.909, -1.357], [-4.074, 1.516, -0.312], [-3.732, -3.626, -0.115], [1.444, -5.467, -1.134], [-3.529, 4.269, -0.430]], "s_squared": 6.154, "orbital_gap_ev": [5.03, 6.00], "multiplicity": 5}


Entry 4:
{"formula": "C23H18N2O2", "method": "the ωB97M-V functional and the def2-TZVPD basis", "symbols": ["H", "C", "C", "H", "H", "C", "C", "H", "C", "C", "N", "C", "H", "H", "C", "H", "C", "N", "C", "C", "C", "C", "C", "H", "C", "O", "C", "C", "H", "C", "O", "H", "C", "C", "H", "C", "C", "H", "C", "H", "H", "H", "H", "H", "H"], "positions_angstrom": [[1.220, -4.137, 1.854], [-2.660, 0.753, 0.646], [1.383, -3.060, 1.960], [-6.292, -1.578, 2.378], [-2.373, 1.645, 0.086], [3.783, 2.020, -2.724], [-5.911, -0.691, 1.864], [-0.332, -2.530, 0.767], [1.948, 0.413, -2.452], [2.694, -1.204, 2.838], [-1.268, 1.883, -2.107], [-6.322, 1.467, 0.806], [4.999, -1.187, -2.729], [2.556, -1.686, -2.487], [0.660, -0.761, 1.564], [-1.958, -1.221, 1.084], [-1.672, -0.174, 0.962], [6.092, 1.193, -2.777], [2.468, -2.585, 2.710], [-6.807, 0.291, 1.406], [-4.541, -0.527, 1.677], [-4.961, 1.625, 0.598], [0.496, -2.162, 1.375], [1.964, 0.775, 2.353], [-0.340, 0.168, 1.138], [6.491, 2.379, -2.803], [4.694, 0.940, -2.755], [-4.039, 0.604, 0.967], [4.183, 3.031, -2.794], [0.592, 0.129, -2.215], [6.876, 0.215, -2.759], [-7.012, 2.258, 0.506], [-0.375, 1.114, -2.162], [4.250, -0.399, -2.687], [-4.557, 2.527, 0.138], [1.819, -0.302, 2.245], [2.907, -0.655, -2.543], [0.286, -0.908, -2.089], [2.433, 1.761, -2.589], [3.535, -0.841, 3.433], [1.729, 2.596, -2.576], [-0.050, 1.216, 1.067], [-7.881, 0.160, 1.542], [3.129, -3.292, 3.210], [-3.836, -1.261, 2.074]], "orbital_gap_ev": 3.28, "de_lowest_kj_mol": 173.59}


| no. | energy (eV) |
| --- | --- |
| 1 | -131052.63977 |
| 2 | -658796.66088 |
| 3 | -166581.20380 |
| 4 | -31212.03722 |